Here is a 2-piece molecular cluster, C6H11NO overall from the OMol25 dataset. Energies are from wB97M-V/def2-TZVPD.

## Properties
charge	0
maximum force	2.372	eV/A
Kohn-Sham gap	0.111	Eh
ΔE to the lowest compared entry with this formula, charge and spin	256.95	kcal/mol
E_HOMO	-6.83	eV

Each atom is followed by the atoms it is bonded to, with distances in Å.
Atoms and positions in Å:
1 C 0.172 0.212 -0.354  C3 1.509, C5 1.551, H9 1.080, H10 1.098
2 C 1.925 -1.584 0.090  C3 1.390, H11 1.076, H12 1.083
3 C 1.026 -0.961 -0.769  C1 1.509, C2 1.390, C4 1.375
4 C 0.950 -1.419 -2.063  C3 1.375, H14 1.081, H15 1.083
5 C -1.081 -0.399 0.326  C1 1.551, N6 1.319, C7 1.598, H16 1.109
6 N -2.278 -0.319 -0.222  C5 1.319, C7 1.727
7 C -1.860 0.818 1.009  C5 1.598, N6 1.727, H17 1.107, H18 1.082, H19 1.080
8 O 0.388 2.903 1.122  H13 0.967
9 H 0.047 0.814 -1.242  C1 1.080
10 H 0.692 0.790 0.421  C1 1.098
11 H 2.098 -1.060 1.013  C2 1.076
12 H 2.227 -2.610 -0.080  C2 1.083
13 H 0.546 3.855 1.183  O8 0.967
14 H 0.278 -0.942 -2.762  C4 1.081
15 H 1.412 -2.356 -2.347  C4 1.083
16 H -0.806 -1.294 0.921  C5 1.109
17 H -1.085 1.143 1.729  C7 1.107
18 H -2.727 0.720 1.649  C7 1.082
19 H -1.924 1.689 0.374  C7 1.080